Entry 1:
{
  "formula": "C3H5N3O",
  "method": "ωB97M-V with the def2-TZVPD basis set",
  "elements": ["H", "C", "H", "H", "C", "C", "H", "H", "N", "N", "N", "O"],
  "coordinates": [[-2.871, 0.567, 0.408], [-0.862, 1.170, 0.008], [2.729, -0.860, 1.122], [3.515, 0.440, -0.294], [2.582, -0.210, 0.115], [0.154, 0.192, -0.138], [2.557, -1.096, -0.551], [-0.958, 2.305, -0.201], [-1.598, -1.068, 0.037], [-0.348, -1.080, -0.151], [-1.972, 0.318, 0.075], [1.401, 0.569, -0.014]],
  "atomic_forces_ev_per_a": [[-0.8, 0.0, 0.0], [-1.0, -1.8, -1.1], [-0.3, 2.5, -1.6], [-2.4, -1.4, 1.7], [1.5, -2.0, -0.4], [-1.8, 1.0, 0.8], [-0.2, 0.6, -0.3], [0.4, -2.4, 0.8], [-1.8, 3.3, -0.1], [1.8, 0.8, 0.4], [1.9, -1.3, -0.2], [2.8, 0.7, 0.0]],
  "smiles": "COc1c[nH]nn1",
  "homo_ev": -8.431
}

***

Entry 2:
{
  "formula": "C24H13BrCl2IN4O6V",
  "method": "ωB97M-V with the def2-TZVPD basis set",
  "elements": ["I", "N", "C", "H", "N", "H", "H", "N", "H", "H", "C", "C", "N", "O", "C", "C", "O", "O", "V", "Cl", "O", "C", "C", "C", "Br", "Cl", "H", "C", "H", "C", "C", "C", "C", "C", "O", "C", "C", "H", "C", "H", "C", "H", "H", "H", "C", "C", "C", "H", "O", "C", "C", "C"],
  "coordinates": [[-1.866, 6.390, 1.999], [0.498, 1.272, 0.643], [-4.361, 1.024, -1.672], [5.698, -5.240, -3.321], [-2.534, 1.591, -0.144], [-4.431, 6.553, 0.130], [-1.331, -1.942, 3.069], [2.688, -3.055, -0.803], [2.138, -7.303, -2.228], [4.858, -3.203, -2.121], [2.316, 0.937, -0.815], [3.910, -6.335, -2.909], [1.754, -3.333, 0.044], [-0.333, 3.364, 4.568], [4.750, -5.224, -2.825], [4.330, -4.131, -2.111], [-1.157, 0.626, 2.388], [-1.061, 3.460, 1.122], [-0.123, 2.268, 2.424], [-6.119, 5.082, -2.024], [1.518, 1.847, 4.099], [-4.776, 4.664, -0.910], [2.347, -5.361, -1.385], [-0.544, -0.395, 1.860], [4.486, -7.817, -3.801], [1.102, 3.282, 4.332], [0.395, -3.685, 2.142], [-4.276, 3.300, -0.929], [2.959, -1.069, -1.073], [-2.920, 5.048, 0.720], [-4.092, 5.511, -0.003], [-2.246, 3.788, 0.645], [1.112, -2.332, 0.672], [-3.045, 2.851, -0.150], [1.856, 3.989, 5.359], [1.414, 1.783, -0.194], [-0.618, -1.713, 2.271], [-5.779, 2.537, -2.310], [3.113, -4.194, -1.441], [1.348, 2.856, -0.324], [2.728, -6.408, -2.163], [1.475, -5.323, -0.729], [-2.815, -0.255, -0.930], [-4.775, 0.213, -2.241], [-3.221, 0.732, -0.913], [0.398, -0.062, 0.819], [1.232, -0.989, 0.231], [3.064, 1.281, -1.515], [1.353, 3.926, 2.948], [2.236, -0.444, -0.580], [0.272, -2.673, 1.765], [-4.923, 2.310, -1.684]],
  "atomic_forces_ev_per_a": [[-0.7, -0.2, -0.5], [1.2, 0.7, 0.7], [-0.2, 0.8, 0.2], [0.3, 0.1, -0.3], [-1.9, 0.5, -1.4], [0.4, -0.7, 0.0], [0.4, -0.1, -0.2], [-1.8, -0.5, 2.1], [-0.1, -0.2, 0.1], [0.4, 0.3, 0.1], [-0.2, -1.1, -0.2], [0.1, 0.9, 1.2], [2.0, -0.9, -1.2], [0.1, -1.1, -1.0], [-0.3, -0.5, -0.2], [-0.8, 0.0, -0.3], [0.7, 2.0, 1.6], [0.0, -0.5, 2.5], [-2.7, 0.0, -4.4], [1.5, 0.0, 1.6], [-1.7, 1.5, -0.1], [1.6, -0.4, 1.1], [-0.2, 0.5, 0.1], [1.0, -0.6, -1.3], [0.3, -1.1, -0.8], [3.8, 2.9, 1.1], [-0.5, 0.2, 0.0], [1.1, -0.5, 0.7], [-0.1, 0.1, 0.2], [1.3, 0.6, 0.4], [-0.3, -0.6, -0.6], [-2.5, 0.6, -1.5], [-0.8, 0.7, 1.0], [-0.3, 0.2, -0.3], [-1.6, -2.1, -2.1], [-0.8, -0.3, 0.5], [-0.3, -0.3, 1.0], [0.1, 0.0, 0.2], [0.4, -0.5, 0.0], [0.3, 0.0, 0.0], [0.1, -0.6, -0.5], [0.2, -0.5, -0.6], [0.1, -0.7, -0.1], [-0.3, 0.0, -0.2], [0.2, 0.8, 0.4], [-0.7, 0.9, 1.3], [0.3, 0.4, 0.0], [0.0, 0.3, 0.2], [-1.4, -2.0, 1.7], [0.3, 1.4, -0.9], [0.6, 0.8, -1.5], [1.3, -1.4, 0.1]],
  "homo_ev": [-10.597, -10.326],
  "total_charge": 1,
  "spin_multiplicity": 2
}

***

Entry 3:
{
  "formula": "C19H26ClO4PdSe",
  "method": "ωB97M-V with the def2-TZVPD basis set",
  "elements": ["O", "H", "C", "C", "C", "H", "H", "H", "H", "C", "H", "C", "H", "H", "C", "Se", "C", "H", "H", "Cl", "H", "H", "O", "H", "C", "H", "C", "C", "H", "C", "H", "H", "O", "H", "C", "Pd", "C", "C", "C", "H", "O", "H", "C", "H", "H", "H", "C", "H", "C", "C", "H", "H"],
  "coordinates": [[-0.251, -0.605, -3.633], [-3.283, -1.346, 2.386], [0.662, -4.345, -2.017], [-0.578, -3.821, -2.683], [-1.836, -3.451, -4.725], [-0.006, -3.345, 2.820], [-0.710, 2.908, 0.821], [-2.897, -3.233, -6.585], [2.651, -1.201, 2.769], [-3.914, -2.073, -1.872], [-0.710, -2.426, 4.157], [1.750, 1.444, 1.022], [-3.583, -1.150, -1.392], [-3.735, -2.492, -4.502], [-0.722, 0.920, 1.617], [-1.512, -3.109, -0.087], [-0.712, -3.929, -4.055], [2.479, 1.601, 1.819], [-1.734, -2.988, 2.837], [-0.071, -0.064, -2.348], [1.197, -3.546, -1.502], [0.423, -5.110, -1.278], [0.535, 1.215, -2.339], [-4.315, -2.724, -1.095], [-2.856, -2.861, -3.987], [-3.470, 0.244, 1.634], [-2.780, -2.726, -2.610], [-1.449, -0.288, 2.081], [1.331, -4.781, -2.757], [0.772, -0.807, 1.904], [-3.086, 0.126, 3.351], [-2.177, 1.986, 0.489], [0.739, -1.000, -1.495], [0.085, -4.392, -4.624], [0.626, 0.602, 1.516], [-0.572, -0.910, 0.251], [-0.491, -1.303, 2.384], [2.065, -1.534, 1.906], [-0.748, -2.592, 3.077], [-4.719, -1.826, -2.561], [-1.371, -0.012, -1.615], [-1.893, 2.621, 2.108], [-1.405, 2.182, 1.235], [-1.157, -2.951, -6.690], [2.642, -1.303, 1.011], [1.403, 2.413, 0.674], [-2.906, -0.326, 2.371], [2.261, 0.954, 0.191], [-1.927, -3.563, -6.217], [-1.628, -3.212, -1.962], [1.928, -2.610, 1.977], [-1.768, -4.593, -6.539]],
  "atomic_forces_ev_per_a": [[0.0, 0.0, 0.0], [0.0, 0.0, 0.0], [0.0, 0.0, 0.0], [0.0, 0.0, 0.0], [0.0, 0.0, 0.0], [0.0, 0.0, 0.0], [0.0, 0.0, 0.0], [0.0, 0.0, 0.0], [0.0, 0.0, 0.0], [0.0, 0.0, 0.0], [0.0, 0.0, 0.0], [0.0, 0.0, 0.0], [0.0, 0.0, 0.0], [0.0, 0.0, 0.0], [0.0, 0.0, 0.0], [0.0, -0.1, 0.0], [0.0, 0.0, 0.0], [0.0, 0.0, 0.0], [0.0, 0.0, 0.0], [0.1, -0.1, 0.0], [0.0, 0.0, 0.0], [0.0, 0.0, 0.0], [0.0, 0.0, 0.0], [0.0, 0.0, 0.0], [0.0, 0.0, 0.0], [0.0, 0.0, 0.0], [0.0, 0.0, 0.0], [0.0, 0.1, 0.0], [0.0, 0.0, 0.0], [0.0, -0.1, 0.1], [0.0, 0.0, 0.0], [0.0, 0.0, 0.0], [-0.1, 0.1, -0.1], [0.0, 0.0, 0.0], [0.0, 0.0, 0.0], [0.1, 0.0, 0.0], [0.0, 0.0, 0.0], [0.0, 0.0, 0.0], [0.0, 0.0, 0.0], [0.0, 0.0, 0.0], [0.0, 0.0, 0.0], [0.0, 0.0, 0.0], [0.0, 0.0, 0.0], [0.0, 0.0, 0.0], [0.0, 0.0, 0.0], [0.0, 0.0, 0.0], [0.0, 0.0, 0.0], [0.0, 0.0, 0.0], [0.0, 0.0, 0.0], [0.0, 0.0, 0.1], [0.0, 0.0, 0.0], [0.0, 0.0, 0.0]],
  "homo_ev": -11.212,
  "total_charge": 1
}

***

Entry 4:
{
  "formula": "C9H14S",
  "method": "ωB97M-V with the def2-TZVPD basis set",
  "elements": ["C", "C", "H", "C", "C", "H", "C", "H", "H", "S", "H", "H", "H", "H", "H", "H", "C", "C", "H", "C", "H", "H", "H", "C"],
  "coordinates": [[0.408, 1.459, 1.055], [1.870, 0.018, -0.256], [-3.188, -3.559, -0.162], [-3.132, 0.123, -0.162], [1.530, 2.180, 1.480], [-3.168, -1.497, -1.544], [2.022, -1.131, -1.210], [-0.548, 1.786, 1.444], [4.007, 0.399, 0.019], [-3.122, -2.470, 0.616], [-1.553, -1.290, -0.795], [2.844, -1.806, -1.015], [-4.193, 0.260, -0.367], [-0.220, -0.216, -0.104], [-3.037, 0.286, 0.915], [-2.589, 0.905, -0.706], [0.619, 0.370, 0.232], [2.779, 1.813, 1.022], [1.376, 3.055, 2.103], [-2.623, -1.226, -0.645], [2.111, -0.722, -2.208], [1.157, -1.798, -1.289], [3.657, 2.329, 1.413], [2.991, 0.734, 0.164]],
  "atomic_forces_ev_per_a": [[1.0, 0.5, 0.6], [0.6, -0.5, 0.2], [0.1, 0.1, -0.1], [0.3, 0.5, -0.3], [-0.8, 0.1, -0.5], [0.3, 0.0, -0.3], [-0.7, -0.3, -0.4], [-0.2, -0.4, -0.3], [0.0, 0.0, -0.6], [0.1, 0.0, 0.0], [0.0, 0.1, -0.1], [0.5, 0.2, 0.2], [0.0, -0.2, -0.1], [-0.1, 0.0, 0.1], [0.4, -0.1, -0.1], [-0.1, 0.1, 0.3], [-0.6, 0.1, -0.5], [1.0, 0.0, 0.4], [0.2, -0.2, 0.1], [-1.1, -0.6, 0.5], [0.4, 0.0, -0.4], [-0.2, 0.3, 0.4], [-0.2, 0.0, -0.2], [-0.9, 0.2, 1.0]],
  "smiles": "Cc1ccccc1.CCS",
  "homo_ev": -9.055
}

***

Entry 5:
{
  "formula": "C5H5NO2",
  "method": "ωB97M-V with the def2-TZVPD basis set",
  "elements": ["H", "H", "O", "C", "H", "C", "C", "C", "H", "H", "O", "N", "C"],
  "coordinates": [[3.760, -1.596, -0.080], [-2.442, -0.140, 0.681], [1.441, 1.478, 0.093], [0.245, -0.942, 0.035], [-2.208, -0.204, -0.947], [1.606, -1.173, 0.225], [-0.500, 0.234, 0.077], [2.750, -1.539, -0.009], [-2.230, 1.479, -0.206], [-0.231, -1.871, -0.202], [-0.475, 2.462, 0.248], [0.218, 1.487, 0.136], [-1.933, 0.327, -0.052]],
  "atomic_forces_ev_per_a": [[2.3, -0.4, -0.2], [-1.7, -1.1, 2.8], [-0.5, 0.2, 0.0], [-1.8, 2.3, 0.4], [-0.3, -0.1, -0.6], [2.7, -0.4, -1.3], [3.0, -3.0, -0.2], [-3.8, 1.1, 1.1], [0.4, -3.0, 0.6], [-0.9, -0.2, 0.1], [0.0, 1.6, 0.1], [1.0, -0.6, 0.6], [-0.4, 3.8, -3.3]],
  "smiles": "C#C/C=C(/C)[N+](=O)[O-]",
  "homo_ev": -9.504
}

***

Entry 6:
{
  "formula": "C11H23INO2OsP2",
  "method": "ωB97M-V with the def2-TZVPD basis set",
  "elements": ["H", "H", "P", "H", "H", "H", "C", "H", "H", "H", "H", "C", "H", "H", "C", "C", "H", "N", "C", "C", "C", "H", "H", "C", "H", "H", "C", "Os", "O", "H", "C", "C", "H", "H", "O", "H", "H", "H", "I", "P", "H"],
  "coordinates": [[-3.027, -1.462, -0.143], [-2.906, 1.216, 2.555], [1.836, -0.403, 1.172], [1.534, -1.828, 3.092], [3.087, 0.339, 3.059], [-3.157, -0.426, -1.576], [-2.462, -0.759, -0.783], [-1.958, 2.658, -1.093], [2.200, -2.663, -2.675], [3.317, -1.387, -0.671], [-3.153, -0.504, 2.107], [1.494, -1.990, 2.001], [-3.545, 1.815, -1.353], [3.526, 1.238, 1.572], [-0.006, -2.793, -2.839], [3.306, 0.248, 1.988], [0.468, 2.382, 1.205], [-0.026, -1.026, -0.699], [-1.179, -1.380, -1.298], [-2.806, 2.158, -0.609], [1.212, -2.358, -2.294], [0.493, -2.340, 1.698], [0.166, 4.434, -0.409], [2.336, -0.894, -0.525], [-4.278, 0.747, 1.475], [4.150, -0.432, 1.831], [-1.198, -2.322, -2.338], [0.135, 0.961, 0.589], [1.660, 1.300, -1.158], [-2.152, -2.631, -2.750], [-3.234, 0.535, 1.755], [1.153, -1.518, -1.182], [0.886, 1.095, -1.758], [2.393, 0.247, -1.025], [1.053, 4.517, 0.073], [1.777, 4.306, -0.561], [2.266, -2.712, 1.674], [-3.246, 2.890, 0.084], [-0.046, 1.526, 3.146], [-2.097, 0.757, 0.324], [0.026, -3.541, -3.662]],
  "atomic_forces_ev_per_a": [[0.3, 0.1, -0.3], [-0.4, -0.2, -0.2], [3.1, -2.3, 0.8], [0.0, -0.2, -0.4], [0.2, 0.0, -0.2], [0.5, -0.3, 0.2], [0.5, 0.6, 0.7], [-0.4, 0.1, -0.3], [-0.7, 0.0, 0.1], [-0.4, 0.4, 0.0], [-0.1, 0.3, 0.0], [-0.6, 0.2, -0.1], [0.3, 0.2, 0.4], [0.2, -0.1, 0.2], [0.7, -1.0, -0.8], [-0.3, 0.5, -0.1], [0.3, 1.4, -0.8], [-0.5, 0.8, -0.7], [-0.5, 0.1, 0.4], [0.5, 0.4, 0.0], [0.2, 0.0, 0.6], [0.5, -0.1, 0.3], [2.2, 0.5, 0.7], [-0.5, -2.4, 0.2], [0.4, 0.0, -0.1], [-0.1, 0.1, 0.0], [0.0, 0.2, 0.1], [1.1, -0.6, 2.0], [-1.9, 0.3, 0.5], [0.1, 0.0, 0.0], [0.6, -0.2, 0.2], [1.0, 0.7, -0.1], [1.6, 0.1, -0.2], [-0.8, 1.2, -0.7], [-1.3, -1.1, -1.0], [-0.9, 0.4, 0.4], [-0.3, 0.3, 0.3], [0.0, -0.3, -0.2], [0.1, -0.5, -1.3], [-4.3, -0.5, -1.1], [-0.2, 0.7, 0.6]],
  "homo_ev": [-19.181, -19.570],
  "total_charge": 3,
  "spin_multiplicity": 5
}

***

Entry 7:
{
  "formula": "C7H11NO2",
  "method": "ωB97M-V with the def2-TZVPD basis set",
  "elements": ["O", "C", "C", "H", "C", "H", "H", "H", "O", "H", "C", "H", "H", "N", "H", "C", "C", "H", "H", "C", "H"],
  "coordinates": [[-3.557, -1.021, -0.057], [1.189, -0.777, 0.090], [1.598, 1.787, 0.094], [1.127, 2.691, -0.199], [0.628, 0.576, 0.442], [1.857, -2.659, 0.885], [2.096, 1.543, -0.867], [-4.569, 0.454, 1.015], [-3.858, 1.094, 0.775], [1.484, -0.574, -1.950], [1.368, -1.659, 1.125], [0.104, -1.240, -1.539], [1.532, -2.253, -1.464], [-3.026, 0.123, 0.184], [1.129, -1.570, 2.196], [-1.874, 0.543, -0.067], [-0.643, 0.797, -0.385], [0.500, 0.498, 1.499], [2.277, 1.876, 0.898], [1.148, -1.257, -1.299], [-0.509, 1.027, -1.376]],
  "atomic_forces_ev_per_a": [[0.4, 1.2, 0.5], [-0.2, -1.8, 3.2], [-0.5, -2.4, -1.4], [-0.9, 1.0, 0.6], [0.1, 1.2, -1.6], [-0.9, 1.2, 0.2], [0.3, -0.2, 0.7], [0.0, 0.8, 0.0], [-0.8, -1.2, 0.1], [2.0, 2.4, -2.6], [1.1, -0.8, -1.6], [-0.9, -0.6, -0.2], [0.2, -0.1, 0.0], [0.1, -0.2, -0.4], [0.2, 0.7, -0.7], [0.4, -0.6, 0.2], [-0.4, -1.0, 2.5], [-0.7, 0.5, 0.6], [1.0, 0.5, 0.6], [-1.1, -1.5, 1.6], [0.6, 1.0, -2.3]],
  "smiles": "C=C(C)[C@@H](C)C=C=[N+]([O-])O",
  "homo_ev": -8.907
}

***

Entry 8:
{
  "formula": "C3H3FOSm",
  "method": "ωB97M-V with the def2-TZVPD basis set",
  "elements": ["H", "C", "C", "H", "F", "O", "Sm", "C", "H"],
  "coordinates": [[-1.918, -0.255, -0.320], [0.497, 1.211, 0.035], [-1.050, -0.896, -0.148], [-0.879, -1.638, -0.939], [1.333, -0.968, 0.047], [-0.328, 2.077, 0.335], [3.081, 1.569, -0.399], [0.180, -0.215, 0.239], [-0.917, -0.884, 1.150]],
  "atomic_forces_ev_per_a": [[0.2, 0.0, 0.4], [-2.4, 3.3, 1.7], [2.3, 2.2, 1.0], [-0.4, -0.9, 1.3], [-1.4, 0.6, 0.9], [2.4, -1.7, -0.8], [0.0, 0.1, -0.1], [0.0, -2.3, -2.7], [-0.6, -1.3, -1.5]],
  "homo_ev": [-17.400, -17.263],
  "total_charge": 2,
  "spin_multiplicity": 7
}

***

| no. | molecular weight (g mol⁻¹) | E (a.u.) |
| --- | --- | --- |
| 1 | 99.09 | -356.71530 |
| 2 | 782.05 | -6328.30812 |
| 3 | 539.25 | -4029.54658 |
| 4 | 154.28 | -749.50170 |
| 5 | 111.10 | -398.54281 |
| 6 | 580.39 | -1708.03979 |
| 7 | 141.17 | -478.32523 |
| 8 | 224.41 | -948.34427 |